DFT (wB97M-V/def2-TZVPD) results for C4H6N2O in the gas phase.

The spin multiplicity is 1. For the largest force on an atom, the calculation gives 1.5 eV Å⁻¹. Its LUMO energy is 0.54 eV. The calculation puts the HOMO-LUMO gap at 10.9 eV. The value obtained for the highest occupied orbital energy is -10.315 eV. The calculation puts the energy above the lowest of the compared OMol25 structures with the same formula, charge and spin at 262.4 kJ/mol. As for the SMILES: [H]/N=C(/C#N)OCC.

Bonds (Å) are listed after each position.
Element x y z (Å)
1 H 1.3206 0.7477 1.3844  N2 1.003
2 N 0.5913 0.4801 2.0192  H1 1.003, C3 1.267
3 C -0.5002 0.1505 1.4663  N2 1.267, C4 1.457, O6 1.350
4 C -1.4802 0.7666 2.3506  C3 1.457, N5 1.159
5 N -1.9137 1.6087 3.0187  C4 1.159
6 O -0.7692 -0.2462 0.2045  C3 1.350, C7 1.454
7 C 0.3428 -0.0010 -0.7004  O6 1.454, C8 1.515, H9 1.097, H10 1.097
8 C 0.0551 -0.5134 -2.0968  C7 1.515, H11 1.092, H12 1.099, H13 1.093
9 H 0.4900 1.0858 -0.7131  C7 1.097
10 H 1.2525 -0.4722 -0.3073  C7 1.097
11 H -0.8513 -0.0642 -2.5079  C8 1.092
12 H 0.8896 -0.2372 -2.7557  C8 1.099
13 H -0.0364 -1.6025 -2.1111  C8 1.093



DFT (wB97M-V/def2-TZVPD) results for C4H6N2O in the gas phase.

The spin multiplicity is 1. For the largest force on an atom, the calculation gives 0.5 eV Å⁻¹. Its LUMO energy is -0.07 eV. The calculation puts the HOMO-LUMO gap at 8.2 eV. The value obtained for the highest occupied orbital energy is -8.269 eV. The calculation puts the energy above the lowest of the compared OMol25 structures with the same formula, charge and spin at 524.9 kJ/mol.

Bonds (Å) are listed after each position.
Element x y z (Å)
1 C 1.3092 1.2336 0.9464  C2 1.512, H8 1.094, H9 1.096, H10 1.096
2 C 0.5527 0.0020 0.5036  C1 1.512, C3 1.461, N7 1.283
3 C -0.6564 0.2387 -0.2808  C2 1.461, C4 1.342, H11 1.083
4 C -1.3193 -0.8362 -0.7363  C3 1.342, O5 1.453, N6 1.295
5 O -2.4146 -0.9213 -1.6878  C4 1.453, N6 1.688, H12 0.975
6 N -1.5494 -2.1054 -0.8529  C4 1.295, O5 1.688
7 N 0.9112 -1.2083 0.7325  C2 1.283, H13 1.021
8 H 2.2145 0.9640 1.4982  C1 1.094
9 H 0.6824 1.8616 1.5894  C1 1.096
10 H 1.5964 1.8395 0.0792  C1 1.096
11 H -1.0197 1.2302 -0.5214  C3 1.083
12 H -2.0128 -0.9540 -2.5759  O5 0.975
13 H 1.7874 -1.2299 1.2555  N7 1.021



DFT (wB97M-V/def2-TZVPD) results for C4H6N2O in the gas phase.

The spin multiplicity is 1. For the largest force on an atom, the calculation gives 1.7 eV Å⁻¹. Its LUMO energy is 0.02 eV. The calculation puts the HOMO-LUMO gap at 8.5 eV. The value obtained for the highest occupied orbital energy is -8.503 eV. The calculation puts the energy above the lowest of the compared OMol25 structures with the same formula, charge and spin at 406.4 kJ/mol.

Bonds (Å) are listed after each position.
Element x y z (Å)
1 N -1.8249 -0.2240 -0.2440  C2 1.415, H8 1.016, H9 1.016
2 C -0.4202 -0.1651 -0.0860  N1 1.415, C3 1.505, O6 1.499, N7 1.460
3 C 0.2215 1.1810 0.1171  C2 1.505, C4 1.337, H10 1.088
4 C 1.4177 0.8726 0.6298  C3 1.337, C5 1.531, H11 1.084
5 C 1.4602 -0.5987 1.0509  C4 1.531, N7 1.350
6 O 0.3326 -0.8275 -1.2004  C2 1.499, H12 0.967
7 N 0.1476 -0.9146 1.0303  C2 1.460, C5 1.350, H13 1.014
8 H -2.1156 0.3288 -1.0450  N1 1.016
9 H -2.1570 -1.1749 -0.3793  N1 1.016
10 H -0.2366 2.1339 -0.1405  C3 1.088
11 H 2.2611 1.5366 0.7774  C4 1.084
12 H 1.0325 -0.2552 -1.5424  O6 0.967
13 H -0.1188 -1.8931 1.0319  N7 1.014



Q: Which of these has the highest HOMO-LUMO gap?
A: number 1